No. 1
{
  "formula": "C3H6FNS",
  "method": "ωB97M-V with the def2-TZVPD basis set",
  "e_above_lowest_kj_mol": 248.52,
  "orbital_gap_ev": 9.78,
  "fmax_ev_per_a": 4.5,
  "homo_energy_ev": -8.870,
  "lumo_energy_ev": 0.91,
  "symbols": ["F", "C", "C", "N", "S", "C", "H", "H", "H", "H", "H", "H"],
  "coordinates": [[-0.51178, 0.22114, 2.27074], [-0.81262, -0.29643, 1.04569], [0.41805, -0.97189, 0.39358], [0.32743, 0.06437, -0.69575], [1.77626, 0.98767, -0.90080], [-0.80251, 0.74667, -0.11393], [-1.76823, -0.80810, 1.30858], [1.27584, -1.03678, 0.95642], [0.31348, -2.02994, -0.07386], [1.41773, 0.98630, -2.19048], [-1.57128, 0.62742, -0.91733], [-0.72770, 1.76380, 0.18606]],
  "atomic_forces_ev_per_a": [[0.83, 0.96, 0.84], [-1.51, -0.55, -0.01], [-3.07, -1.44, -2.88], [2.54, -0.61, 0.93], [-0.69, -0.28, -0.88], [-1.62, -1.77, -0.41], [0.70, -0.26, -1.14], [1.98, 0.50, 1.52], [-0.29, 1.64, 0.86], [0.99, 0.60, -0.32], [-0.25, 0.36, 1.22], [0.39, 0.85, 0.29]]
}

---

No. 2
{
  "formula": "C26H21Cl2LiNOS2",
  "method": "ωB97M-V with the def2-TZVPD basis set",
  "e_above_lowest_kj_mol": 1.65,
  "charge": -1,
  "orbital_gap_ev": 6.37,
  "fmax_ev_per_a": 0.6,
  "homo_energy_ev": -3.975,
  "lumo_energy_ev": 2.40,
  "symbols": ["Li", "S", "C", "C", "C", "C", "C", "N", "H", "H", "H", "H", "O", "S", "C", "C", "C", "C", "C", "C", "C", "C", "C", "C", "C", "C", "H", "H", "H", "H", "H", "H", "H", "H", "H", "H", "Cl", "C", "Cl", "H", "H", "C", "C", "C", "C", "C", "C", "C", "C", "H", "H", "H", "H", "H"],
  "coordinates": [[-1.89826, 0.17052, 0.33228], [-2.68174, -2.30479, 0.69927], [-3.00432, -2.00861, -0.97019], [-3.38584, -3.03467, -1.87534], [-3.62144, -2.74898, -3.19462], [-3.48709, -1.43304, -3.65112], [-3.10744, -0.48611, -2.72463], [-2.86464, -0.74143, -1.43480], [-3.48084, -4.04005, -1.48809], [-3.91160, -3.53976, -3.87810], [-3.66561, -1.15952, -4.68233], [-2.98065, 0.54968, -3.02606], [-0.15247, 0.05360, -0.50599], [0.45909, -1.30061, -0.28972], [0.81641, -1.92204, -1.93700], [0.32014, -1.20705, -3.01136], [0.51092, -1.70681, -4.29507], [1.18112, -2.90467, -4.48708], [1.66053, -3.61943, -3.39363], [1.47090, -3.13352, -2.11107], [2.15035, -0.97362, 0.20971], [2.69958, 0.27495, -0.03323], [3.99997, 0.52369, 0.37747], [4.73147, -0.46594, 1.02549], [4.15823, -1.70275, 1.28436], [2.85181, -1.95697, 0.88637], [-0.21694, -0.28582, -2.82562], [0.11967, -1.16093, -5.14434], [1.32141, -3.29346, -5.48786], [2.17277, -4.56190, -3.54077], [1.82706, -3.69397, -1.25499], [2.09294, 1.03582, -0.50829], [4.44128, 1.49680, 0.20332], [5.74467, -0.26395, 1.34926], [4.71696, -2.46259, 1.81586], [2.37615, -2.90285, 1.11893], [-0.70890, 5.28283, -0.84874], [-1.47516, 4.31644, -2.12672], [-1.88078, 2.69170, -1.61750], [-0.77793, 4.25465, -2.95354], [-2.38644, 4.82223, -2.42185], [-1.87243, 1.47837, 1.88000], [-1.41464, 1.89380, 2.94392], [-0.88189, 2.37634, 4.18093], [-0.62571, 3.74061, 4.38657], [-0.09895, 4.20156, 5.58291], [0.19177, 3.31715, 6.61562], [-0.05984, 1.96302, 6.43043], [-0.58768, 1.49973, 5.23537], [-0.85011, 4.42927, 3.58193], [0.08718, 5.26190, 5.71100], [0.60544, 3.67740, 7.54943], [0.15604, 1.25888, 7.22584], [-0.78451, 0.44488, 5.09336]],
  "atomic_forces_ev_per_a": [[-0.43, -0.15, 0.02], [0.02, 0.02, -0.29], [0.09, 0.08, 0.04], [0.02, -0.02, 0.12], [-0.01, 0.03, -0.05], [0.02, -0.06, 0.01], [0.03, 0.02, 0.15], [-0.13, 0.04, -0.09], [0.00, 0.00, -0.01], [0.00, 0.00, 0.00], [-0.01, 0.00, 0.00], [-0.01, 0.00, 0.00], [0.32, -0.47, 0.01], [-0.04, 0.27, 0.15], [-0.07, 0.03, -0.02], [0.03, -0.05, -0.07], [-0.02, 0.03, 0.03], [0.01, -0.02, 0.03], [-0.01, 0.02, -0.01], [0.01, -0.01, -0.02], [0.02, 0.06, -0.10], [0.05, -0.01, 0.04], [0.01, -0.02, 0.01], [-0.02, 0.01, -0.01], [-0.03, 0.00, 0.00], [0.08, -0.01, 0.01], [0.01, -0.01, 0.00], [0.00, 0.00, 0.01], [0.00, 0.00, 0.00], [0.00, 0.00, -0.01], [-0.01, 0.01, -0.01], [-0.01, -0.02, 0.00], [0.00, -0.01, 0.00], [0.00, 0.01, 0.00], [0.00, 0.01, 0.00], [0.01, 0.01, -0.01], [-0.01, -0.03, -0.01], [0.00, 0.11, -0.11], [0.01, -0.09, 0.08], [0.02, 0.03, 0.00], [0.01, 0.04, 0.01], [0.18, 0.10, 0.22], [-0.07, 0.08, -0.02], [-0.03, -0.01, -0.08], [0.00, 0.01, 0.01], [0.00, -0.03, 0.00], [-0.03, 0.01, -0.04], [-0.01, 0.00, -0.03], [0.02, -0.01, 0.04], [0.01, 0.01, 0.01], [0.00, 0.00, 0.00], [0.00, 0.01, 0.01], [0.01, 0.00, 0.01], [0.00, 0.00, 0.00]]
}

---

No. 3
{
  "formula": "C14H17Cl3N2O3",
  "method": "ωB97M-V with the def2-TZVPD basis set",
  "orbital_gap_ev": 9.44,
  "fmax_ev_per_a": 0.6,
  "homo_energy_ev": -8.909,
  "lumo_energy_ev": 0.54,
  "symbols": ["O", "C", "C", "O", "C", "C", "C", "Cl", "C", "Cl", "C", "C", "Cl", "N", "C", "C", "N", "C", "C", "O", "C", "C", "H", "H", "H", "H", "H", "H", "H", "H", "H", "H", "H", "H", "H", "H", "H", "H", "H"],
  "coordinates": [[-0.22647, 1.70938, 2.87172], [-1.03767, 1.79388, 1.97710], [-2.51057, 1.37976, 2.14662], [-3.00040, 0.71998, 0.99671], [-2.49476, -0.50102, 0.69009], [-1.70222, -1.27418, 1.52925], [-1.25955, -2.52562, 1.12444], [-0.29529, -3.45691, 2.20001], [-1.58649, -3.01910, -0.13406], [-1.02346, -4.55859, -0.64775], [-2.36655, -2.24936, -0.98630], [-2.81264, -1.00788, -0.57857], [-3.76481, -0.04243, -1.63978], [-0.78238, 2.25041, 0.74048], [0.50871, 2.71369, 0.28591], [0.94439, 2.04103, -1.02023], [1.80382, 0.89294, -0.80777], [2.35259, 0.40708, -2.06379], [3.32625, -0.73644, -1.78280], [2.69076, -1.79253, -1.10573], [2.14890, -1.33227, 0.10852], [1.14457, -0.20139, -0.11450], [-3.12434, 2.27992, 2.24390], [-2.62685, 0.77894, 3.05346], [-1.40723, -0.91885, 2.50250], [-2.61779, -2.61867, -1.96727], [-1.53928, 2.26706, 0.07155], [1.23105, 2.50646, 1.07721], [0.45658, 3.79717, 0.13316], [1.52195, 2.76046, -1.60611], [0.04345, 1.77540, -1.60729], [2.88430, 1.22353, -2.55744], [1.55468, 0.04397, -2.73652], [3.71017, -1.15289, -2.71563], [4.16254, -0.35390, -1.17863], [1.66405, -2.19044, 0.57383], [2.95463, -0.96729, 0.76236], [0.79119, 0.14405, 0.85607], [0.28414, -0.58535, -0.69474]],
  "atomic_forces_ev_per_a": [[0.22, -0.03, 0.38], [-0.59, -0.13, -0.17], [0.19, 0.05, 0.33], [-0.18, -0.06, -0.13], [0.08, -0.31, -0.22], [-0.13, 0.18, -0.01], [-0.13, -0.01, -0.31], [0.08, -0.02, 0.19], [0.03, 0.18, 0.21], [0.00, -0.14, -0.15], [0.05, 0.11, 0.20], [0.09, 0.03, 0.24], [-0.10, 0.06, -0.18], [-0.13, 0.11, -0.39], [0.18, 0.08, -0.14], [0.13, 0.07, 0.18], [-0.04, 0.04, -0.09], [0.22, -0.24, 0.09], [-0.01, 0.28, -0.27], [-0.03, -0.15, -0.12], [-0.32, 0.15, 0.22], [0.27, -0.26, 0.07], [0.08, -0.13, 0.02], [0.09, 0.06, -0.11], [0.03, 0.06, 0.12], [-0.03, -0.02, -0.08], [0.01, -0.09, 0.14], [-0.02, 0.08, -0.08], [0.09, -0.09, 0.06], [-0.09, -0.01, -0.02], [0.05, 0.03, -0.04], [-0.02, -0.01, -0.05], [0.04, 0.03, -0.01], [0.02, 0.08, 0.04], [-0.03, -0.02, -0.07], [0.03, 0.07, 0.05], [-0.06, -0.04, 0.00], [-0.05, -0.02, 0.05], [-0.01, 0.03, 0.04]]
}

---

No. 4
{
  "formula": "C30H75N3O10PS5",
  "method": "ωB97M-V with the def2-TZVPD basis set",
  "charge": -1,
  "orbital_gap_ev": 5.33,
  "fmax_ev_per_a": 1.0,
  "homo_energy_ev": -3.712,
  "lumo_energy_ev": 1.62,
  "symbols": ["C", "C", "N", "P", "C", "C", "C", "C", "C", "O", "C", "C", "O", "C", "C", "N", "C", "C", "C", "C", "O", "O", "C", "C", "N", "C", "C", "C", "O", "H", "H", "H", "H", "H", "H", "H", "H", "H", "H", "H", "H", "H", "H", "H", "H", "H", "H", "H", "H", "H", "H", "H", "H", "H", "H", "H", "H", "H", "H", "H", "H", "H", "H", "H", "H", "H", "H", "H", "H", "H", "H", "H", "H", "H", "C", "S", "O", "C", "H", "H", "H", "H", "H", "H", "C", "S", "O", "C", "H", "H", "H", "H", "H", "H", "C", "S", "O", "C", "H", "H", "H", "H", "H", "H", "C", "S", "O", "C", "H", "H", "H", "H", "H", "H", "C", "S", "O", "C", "H", "H", "H", "H", "H", "H"],
  "coordinates": [[-1.25440, -6.83651, 0.22307], [0.00052, -5.95631, 0.16866], [-0.24687, -4.58807, 0.56527], [-0.78944, -3.28455, -0.60044], [-2.51620, -3.16522, 0.28210], [-3.83109, -3.45776, -0.44132], [-4.45846, -2.23879, -1.14054], [-5.19945, -1.30149, -0.17224], [-4.34764, -0.15374, 0.38407], [-5.00727, 1.08776, 0.02002], [-4.45259, 2.28239, 0.28308], [-3.27673, 2.36601, 1.22360], [-4.94846, 3.25969, -0.21193], [0.98111, -3.28008, -1.45355], [1.65240, -1.98750, -1.97786], [0.75066, -0.83437, -2.23647], [0.71605, 0.14257, -1.10633], [-0.69956, 0.63971, -0.78539], [1.16980, -0.11196, -3.38998], [0.04256, 0.47481, -4.20348], [2.32481, 0.05459, -3.71312], [-1.37290, -4.56583, -1.68450], [-1.95731, -4.18040, -2.89588], [-1.00339, -3.76995, -4.02222], [-1.65918, -3.90812, -5.34932], [-2.09668, -2.66373, -5.96289], [-3.42737, -2.10410, -5.45207], [-4.47964, -3.16372, -5.12298], [-3.11800, -1.27376, -4.32566], [-1.89425, -6.65875, -0.64135], [-1.81673, -6.57151, 1.12522], [-0.98479, -7.89618, 0.28767], [0.73464, -6.39659, 0.86260], [0.45995, -6.04702, -0.82646], [0.48019, -4.22546, 1.16220], [-1.23967, -2.26230, -1.51612], [-0.30112, -2.28049, 0.33883], [-2.56086, -2.13222, 0.65714], [-2.47366, -3.80043, 1.16429], [-4.57789, -3.77840, 0.30514], [-3.75386, -4.29452, -1.13735], [-3.68167, -1.68444, -1.67839], [-5.16079, -2.61121, -1.89678], [-5.61396, -1.88615, 0.65197], [-6.02189, -0.81625, -0.70817], [-4.25595, -0.20344, 1.46915], [-3.35168, -0.16832, -0.06165], [-3.63721, 2.47386, 2.25106], [-2.60090, 1.51696, 1.17381], [-2.70759, 3.26196, 0.97478], [1.67376, -3.71689, -0.72307], [0.96339, -3.99687, -2.27440], [2.15345, -2.22061, -2.92184], [2.45970, -1.67515, -1.30177], [1.11845, -0.35344, -0.22255], [1.38482, 0.98275, -1.32669], [-0.69010, 1.68470, -0.46732], [-1.34498, 0.52038, -1.65893], [-1.11784, 0.03262, 0.02194], [0.23864, 0.27797, -5.25903], [0.05747, 1.56272, -4.06567], [-0.92346, 0.08712, -3.89661], [-2.54146, -5.03196, -3.28056], [-2.66978, -3.35608, -2.76200], [-0.11818, -4.40439, -4.00640], [-0.71083, -2.72168, -3.88171], [-1.00926, -4.34939, -5.98282], [-2.21347, -2.83908, -7.03932], [-1.35294, -1.86053, -5.85106], [-3.83252, -1.46282, -6.24993], [-5.04308, -2.86358, -4.23424], [-4.02158, -4.12864, -4.90686], [-5.18614, -3.28734, -5.94775], [-3.94202, -0.94736, -3.94679], [-0.65378, 1.41974, 4.09285], [-0.60027, 3.12560, 3.56827], [-0.23592, 3.07012, 2.12108], [0.89060, 3.58069, 4.45760], [-1.49549, 0.93885, 3.60371], [0.27203, 0.93209, 3.78644], [-0.78299, 1.36740, 5.17534], [1.70318, 2.91701, 4.15605], [0.69129, 3.48675, 5.52660], [1.15053, 4.61172, 4.21719], [-1.29043, -3.46862, 4.04806], [-2.70046, -2.41354, 3.70958], [-2.13967, -1.07483, 3.37595], [-3.26626, -2.29772, 5.41561], [-0.75758, -3.61438, 3.10737], [-0.64484, -2.97682, 4.77714], [-1.64430, -4.42955, 4.42334], [-2.46713, -1.89664, 6.04002], [-3.56778, -3.28653, 5.76148], [-4.12267, -1.62601, 5.43087], [2.61207, 3.91369, 1.18224], [3.20617, 2.27897, 0.76351], [3.11992, 1.45568, 2.00266], [4.93531, 2.74394, 0.59444], [1.54048, 3.81858, 1.36002], [3.11702, 4.25693, 2.08565], [2.80375, 4.59763, 0.35321], [5.28823, 3.17955, 1.53019], [5.04060, 3.46106, -0.22020], [5.49649, 1.83833, 0.36832], [9.72160, 4.97464, -0.07827], [8.36195, 4.83128, -1.24603], [7.20942, 5.54780, -0.64182], [8.08283, 3.07804, -0.98572], [10.02098, 6.02011, -0.05192], [9.38180, 4.65914, 0.90800], [10.55598, 4.36017, -0.41637], [7.86652, 2.89901, 0.06711], [8.96464, 2.51939, -1.29986], [7.22926, 2.78310, -1.59214], [3.03821, 8.56822, 2.70050], [3.67365, 7.28809, 3.78578], [2.71812, 6.15285, 3.69985], [3.31322, 8.13944, 5.32676], [3.12960, 8.20134, 1.68052], [1.99091, 8.75358, 2.93772], [3.63328, 9.47349, 2.82128], [2.24670, 8.35801, 5.37646], [3.90100, 9.05589, 5.38008], [3.59459, 7.47356, 6.13959]],
  "atomic_forces_ev_per_a": [[0.05, 0.14, 0.17], [0.28, -0.34, 0.19], [-0.47, -0.07, -0.02], [-0.06, 0.16, 0.03], [0.01, 0.08, 0.03], [-0.40, 0.14, 0.23], [0.03, -0.33, 0.04], [0.20, 0.32, -0.32], [-0.07, -0.03, 0.00], [0.07, -0.17, -0.06], [0.07, -0.14, 0.17], [0.22, 0.13, -0.14], [-0.14, 0.28, -0.08], [0.09, -0.02, 0.04], [0.01, -0.08, 0.15], [0.95, -0.05, -0.07], [-0.60, -0.12, 0.00], [0.11, -0.15, 0.00], [-0.31, 0.00, 0.15], [0.05, 0.43, 0.13], [0.03, -0.26, -0.18], [0.21, 0.24, -0.29], [-0.25, -0.16, 0.04], [-0.30, 0.20, -0.25], [0.21, 0.12, 0.18], [-0.07, -0.07, -0.19], [-0.10, 0.17, 0.04], [-0.04, -0.06, 0.10], [-0.03, -0.08, -0.07], [0.04, -0.02, 0.05], [0.00, -0.08, -0.06], [-0.04, -0.01, -0.14], [-0.06, 0.11, 0.02], [-0.09, 0.07, -0.02], [0.23, 0.04, -0.24], [0.04, 0.05, -0.05], [0.00, -0.03, 0.07], [0.09, 0.02, 0.02], [0.11, -0.13, 0.07], [0.04, -0.06, -0.09], [0.22, 0.02, 0.03], [-0.03, 0.01, -0.01], [-0.05, 0.12, 0.06], [-0.11, 0.03, -0.06], [-0.04, -0.11, 0.17], [0.11, 0.01, 0.02], [-0.05, 0.03, 0.07], [-0.05, -0.10, -0.07], [-0.06, -0.07, 0.05], [-0.10, -0.08, 0.06], [-0.08, 0.09, -0.03], [-0.08, -0.03, 0.00], [-0.07, 0.09, 0.05], [-0.08, 0.03, 0.00], [0.03, -0.04, -0.12], [-0.02, -0.03, 0.03], [-0.03, -0.04, 0.03], [0.01, 0.11, 0.06], [-0.03, 0.02, -0.08], [-0.06, 0.01, 0.04], [-0.04, -0.08, -0.07], [-0.03, -0.08, -0.12], [0.09, -0.03, 0.12], [0.07, -0.01, 0.00], [0.03, -0.03, 0.04], [0.26, -0.12, 0.13], [-0.04, -0.04, 0.01], [0.00, -0.08, 0.10], [-0.05, 0.03, 0.02], [0.12, 0.04, 0.06], [-0.02, 0.01, -0.12], [0.04, 0.07, 0.00], [0.06, -0.01, 0.01], [0.06, -0.09, 0.02], [0.02, 0.02, 0.11], [0.14, -0.14, -0.05], [-0.16, 0.20, -0.07], [0.08, 0.03, 0.06], [0.02, 0.00, 0.00], [0.01, 0.03, -0.05], [-0.01, 0.02, 0.00], [-0.04, -0.03, -0.05], [0.01, 0.01, 0.00], [-0.07, -0.08, -0.02], [0.07, -0.05, -0.05], [0.07, -0.06, -0.08], [-0.17, 0.03, 0.04], [0.00, 0.00, 0.08], [-0.13, -0.03, -0.07], [-0.05, 0.04, 0.00], [0.01, -0.01, -0.04], [0.01, 0.00, -0.03], [-0.01, 0.00, 0.01], [0.00, 0.00, -0.02], [-0.01, 0.08, -0.01], [-0.02, 0.00, 0.01], [0.04, 0.02, 0.11], [0.08, 0.01, -0.06], [0.06, 0.02, 0.02], [-0.02, 0.00, 0.01], [0.02, -0.06, -0.03], [-0.05, -0.01, 0.01], [0.02, 0.01, 0.01], [-0.04, -0.02, 0.00], [0.06, -0.01, 0.03], [0.00, 0.00, -0.02], [-0.03, 0.02, 0.03], [0.02, -0.11, 0.00], [-0.01, 0.01, -0.01], [-0.03, 0.00, -0.01], [0.01, 0.01, 0.00], [-0.01, 0.03, 0.00], [0.00, 0.01, -0.02], [0.00, 0.02, -0.02], [0.00, 0.07, -0.03], [0.01, -0.04, -0.02], [0.04, 0.05, 0.05], [0.00, 0.07, 0.04], [0.01, -0.02, 0.00], [0.00, -0.03, 0.01], [0.00, 0.00, -0.01], [0.00, -0.02, -0.02], [0.01, 0.00, 0.01], [0.01, -0.02, -0.01]]
}